# 1
This record from OMol25 describes 2 unconnected molecules or ions with the total composition C24H26F3NO7P2S2 at a distorted geometry. The level of theory is ωB97M-V/def2-TZVPD.

Structure (XYZ):
```
65
Properties=species:S:1:pos:R:3:forces:R:3:lowdin_charge:R:1
S -1.330799 -1.301488 -3.079091 1.0 -0.4 0.8 0.74
S -3.718908 1.807258 -2.143355 -1.1 -0.2 0.4 0.68
P 4.621631 -0.637753 4.058333 6.4 -1.0 -2.1 0.74
P 1.741011 -2.463551 4.801466 -5.8 1.6 0.3 0.76
F 4.979260 1.057002 -0.675132 0.4 -3.1 4.2 0.00
F 6.390409 -0.613798 0.407118 -4.4 3.2 0.6 0.01
F 5.469723 1.302574 1.610112 -1.2 -3.8 -3.3 -0.02
O -2.351988 1.820729 -2.620306 -0.1 -0.2 -0.1 -0.38
O -4.640898 0.735347 -2.461780 0.8 0.2 -0.2 -0.32
O 6.180520 -0.741023 3.652848 -5.4 0.5 1.2 -0.52
O 0.174361 -2.240695 5.117687 5.0 -0.9 -1.3 -0.54
O -2.419712 -0.706418 2.637016 1.2 -0.3 2.1 -0.27
O -0.138631 -3.885487 -1.080129 3.7 7.5 0.8 -0.02
O 4.137356 -1.169048 -2.467161 -7.3 0.8 4.5 0.00
N 0.239027 2.914511 -4.383466 4.9 -6.2 -1.8 0.02
C -4.477031 3.373904 -2.546501 -0.2 0.6 -0.3 -0.22
C 0.520905 1.726037 -3.532351 0.5 -0.5 -0.2 -0.09
C 2.167269 -2.033163 2.948658 0.9 0.6 -3.8 -0.23
C 1.048865 2.738281 -5.621081 0.5 -0.8 0.2 -0.12
C -1.523008 0.006796 3.559096 0.9 1.2 0.7 -0.14
C -2.461340 -2.153234 2.897139 -1.0 -0.7 -1.0 -0.21
C 3.514310 -1.127674 2.543919 -2.9 -1.1 -2.2 -0.19
C 1.460953 -2.209494 0.242240 2.0 0.9 2.3 0.06
C -3.702980 2.044655 -0.377284 0.1 0.1 0.5 -0.22
C 1.544191 -0.733467 -2.592428 -2.7 -1.3 0.7 -0.08
C 2.984917 -1.058606 -1.805498 3.5 -0.4 -2.8 -0.16
C -1.637385 -2.890791 1.687908 -0.9 -0.7 0.2 -0.15
C 2.363071 0.326574 -5.099063 -3.7 4.2 1.2 0.03
C 5.156682 0.237891 0.581937 2.2 1.4 -0.6 -0.19
C 2.805712 -1.298759 -0.161252 -0.6 -0.6 2.3 0.07
C -3.744855 3.555261 -0.201032 0.2 0.2 0.1 -0.22
C -4.769863 4.062255 -1.214400 -0.3 0.2 0.2 -0.22
C 1.460253 0.445974 -3.750371 0.8 1.3 -2.0 -0.11
C 2.087308 1.601940 -6.069968 -1.3 -1.0 3.3 -0.05
C -0.201142 -3.549715 2.118395 0.3 -0.8 -0.8 -0.17
C 3.869092 -0.693992 0.967547 -3.5 -2.4 1.1 0.04
C 0.320595 -1.552238 -2.219159 3.5 2.4 0.1 -0.39
C 1.114211 -2.615891 1.827387 2.8 2.0 -1.4 -0.04
C 0.458893 -2.697677 -1.006340 -1.6 -3.6 -0.9 -0.21
H -0.072944 1.738329 -2.494086 1.5 -0.1 -2.6 0.11
H -1.807904 -0.005254 -2.809590 1.2 -1.0 0.1 -0.14
H -0.375842 -0.273242 3.415262 -2.5 0.3 0.3 0.08
H -3.602567 -2.478377 2.767182 2.4 0.8 0.2 0.13
H -4.733558 5.151371 -1.316408 0.0 -0.2 0.0 0.12
H -2.160379 -2.475862 3.980004 -0.1 0.8 -2.1 0.12
H -3.767098 3.949439 -3.146856 0.0 -0.2 0.1 0.11
H -4.013668 3.833176 0.822262 0.1 -0.1 -0.1 0.12
H 0.884155 3.614947 -6.418234 0.5 -2.1 2.0 0.11
H 2.405642 -1.544765 5.737244 0.1 -1.1 -1.1 0.00
H 4.499403 -1.595780 5.167059 -0.7 0.9 -1.1 0.00
H -2.325793 -3.794817 1.321696 1.7 1.9 0.8 0.13
H -0.066948 -4.525340 1.442735 -0.1 2.3 1.3 0.13
H 3.068505 -0.577528 -5.329901 -1.5 2.1 0.5 0.11
H 2.651314 1.686221 -7.102595 -1.4 -0.1 2.4 0.09
H -1.808412 -0.136631 4.703852 0.6 0.0 -2.5 0.11
H -5.391815 3.198315 -3.118216 0.3 -0.1 0.0 0.11
H 2.035292 -3.850764 5.069599 0.6 0.9 -0.3 0.02
H -2.761381 3.986729 -0.422509 -0.1 -0.1 0.1 0.12
H -4.602812 1.575385 0.031536 0.1 0.0 -0.1 0.12
H -5.778971 3.797206 -0.876191 0.2 0.0 0.0 0.12
H -2.811050 1.586433 0.053386 -0.1 -0.1 -0.1 0.11
H 4.305562 0.667044 4.592788 -0.5 -0.8 -0.4 0.02
H -0.292418 -3.953414 3.218204 0.5 1.3 -2.0 0.11
H -1.571465 1.184344 3.369819 -0.3 -2.6 0.1 0.10
H -1.596835 -2.140192 0.790296 0.2 -1.4 1.8 0.12
```
Forces are in eV/Å.

Summary:
molecular weight = 623.55 g/mol
LUMO level = -0.088 hartree
Kohn-Sham gap = 0.240 hartree
total energy = -89508.9068 eV
SMILES string = COCCCc1c([PH2]=O)c([PH2]=O)c(C(F)(F)F)c2c1C(=O)C(S)=C(c1cccnc1)C2=O.O=S1(=O)CCCC1

# 2
This record from OMol25 describes a molecular structure, C25H12F15GeMgN3OSSe3Te at a distorted geometry. The level of theory is ωB97M-V/def2-TZVPD.

Structure (XYZ):
```
63
Properties=species:S:1:pos:R:3:forces:R:3:lowdin_charge:R:1
Te -1.801081 -3.225424 2.240699 -0.2 -0.1 0.2 0.05
Se -1.715737 -2.601939 -0.160834 0.0 0.2 -0.2 -0.32
Se -1.341505 -0.955697 3.220157 -0.3 -0.1 0.3 -0.34
Se 0.716937 -0.562700 2.256625 0.3 0.3 -0.1 -0.15
Ge -2.856037 3.340711 0.206374 -0.6 0.1 -0.1 0.62
S -1.309901 2.008734 0.686035 0.2 0.0 0.0 0.25
Mg -0.171069 -0.295957 -0.257898 -0.3 -0.5 1.0 -0.04
F -4.375618 3.483461 5.237031 0.1 0.0 0.1 0.11
F -2.711771 1.475873 -2.353619 0.0 -0.1 -0.2 0.10
F -0.431626 8.979464 -0.056740 0.1 0.2 0.0 0.11
F -5.082305 5.249079 -0.855496 -0.1 0.1 0.0 0.09
F -2.303148 8.512729 1.830965 0.0 0.1 0.1 0.10
F 0.188304 7.054850 -1.862263 0.1 0.0 -0.1 0.11
F -4.003581 1.609925 -4.726301 0.0 -0.1 -0.1 0.12
F -7.645237 1.960084 2.232200 -0.1 -0.1 0.0 0.11
F -1.068569 4.666394 -1.753300 0.2 0.0 -0.1 0.08
F -5.818581 3.553960 -5.158655 -0.1 0.0 -0.2 0.11
F -6.854968 2.506057 4.761644 -0.1 0.0 0.2 0.12
F -6.362025 5.377362 -3.237387 -0.1 0.1 0.0 0.10
F -2.676270 3.891353 3.171116 0.0 0.0 0.2 0.08
F -3.528789 6.134778 1.972539 -0.1 0.1 0.1 0.10
F -5.988523 2.414217 0.169657 -0.1 -0.1 0.0 0.10
O 1.719718 0.469878 -0.381225 0.4 0.5 -0.2 -0.15
N 2.605586 2.177342 -1.600342 0.0 -0.1 0.0 -0.06
N 0.534684 -0.750763 -3.366509 -0.3 -0.1 0.4 -0.08
N 3.959176 0.570731 -0.557603 0.2 0.0 0.0 -0.07
C -5.549259 2.688342 1.408230 0.2 0.2 -0.1 -0.21
C -4.286570 3.215435 1.599793 0.2 -0.2 0.1 -0.12
C 5.167602 1.085977 -1.169943 -0.1 0.0 0.1 -0.18
C -3.604281 2.437984 -2.540054 0.0 0.1 0.2 -0.22
C -6.015656 2.712231 3.745670 0.1 -0.1 0.0 -0.14
C -0.717159 6.807880 -0.909970 0.0 -0.1 -0.1 -0.15
C -2.590331 6.300810 1.033240 -0.1 -0.2 -0.1 -0.21
C -5.186528 3.484862 -3.985341 0.0 0.0 0.0 -0.14
C -5.461000 4.412423 -3.002539 -0.1 0.2 0.1 -0.15
C -6.413917 2.436112 2.456340 -0.1 0.0 -0.1 -0.14
C 2.707632 1.041275 -0.849247 -0.2 0.0 0.1 -0.43
C 0.065472 -0.735356 -2.300676 0.4 0.4 -1.2 -0.37
C -1.977517 7.539521 0.970345 -0.2 0.0 0.2 -0.15
C -1.027260 7.788424 0.006411 0.0 0.0 0.0 -0.15
C -4.257314 2.492075 -3.760486 0.1 -0.1 0.0 -0.14
C -1.358274 5.588092 -0.824014 -0.2 -0.2 0.1 -0.23
C 4.103953 -0.611283 0.276017 -0.1 0.1 -0.1 -0.02
C -3.859305 3.351679 -1.530015 0.2 -0.1 0.0 -0.12
C -2.287929 5.278260 0.155073 0.3 -0.1 0.0 -0.11
C 4.995794 2.546273 -1.532253 0.0 0.0 0.0 -0.16
C -3.904858 3.431893 2.916289 0.0 0.0 -0.3 -0.25
C -4.747502 3.203382 3.983880 0.0 0.1 0.0 -0.14
C -4.794577 4.331974 -1.797198 0.2 -0.1 0.1 -0.23
C 3.733403 2.679062 -2.360254 0.0 -0.1 0.1 -0.17
C 1.276695 2.660069 -1.960688 0.0 -0.2 -0.1 -0.04
H 4.468360 -1.462870 -0.306262 0.0 0.0 0.0 0.09
H 4.804197 -0.400897 1.088033 0.0 0.0 0.0 0.09
H 5.981691 0.954066 -0.454406 0.1 0.0 0.0 0.11
H 1.344499 3.725013 -2.183549 0.0 0.0 0.0 0.08
H 0.598674 2.515293 -1.125494 0.0 0.1 0.1 0.02
H 4.889102 3.137731 -0.619554 0.0 0.0 0.0 0.12
H 3.142756 -0.869095 0.709044 0.0 0.0 0.0 0.04
H 5.865884 2.908351 -2.083234 0.0 0.0 0.0 0.11
H 3.534141 3.723119 -2.600854 0.0 0.0 0.0 0.12
H 0.867606 2.124564 -2.822232 0.1 0.0 0.0 0.09
H 5.415278 0.507507 -2.070197 0.1 0.0 0.0 0.12
H 3.846537 2.129322 -3.304173 0.0 0.0 -0.1 0.13
```
Forces are in eV/Å.

Summary:
molecular weight = 1148.82 g/mol
relative energy (zero: lowest compared OMol25 entry of this formula, charge and spin) = 12.3 kcal/mol
charge = -2
LUMO level = 0.137 hartree
Kohn-Sham gap = 0.172 hartree
total energy = -349533.0399 eV

# 3
This record from OMol25 describes a single C4H7N3O2S molecule at a distorted geometry. The level of theory is ωB97M-V/def2-TZVPD.

Structure (XYZ):
```
17
Properties=species:S:1:pos:R:3:forces:R:3:lowdin_charge:R:1
S -2.868644 -0.002029 -2.066852 -0.7 0.5 -0.1 0.63
O 1.384751 1.056441 2.141543 -1.8 0.6 0.3 0.12
O 2.417719 1.361928 0.192600 1.6 1.2 -1.4 0.16
N -0.388658 -0.647703 -1.809343 0.7 0.7 1.2 -0.02
N 0.710577 -0.846224 -0.933660 2.8 0.9 -1.8 0.04
N 0.012797 -0.974383 1.377844 -0.2 2.0 -0.3 0.09
C 0.454091 -0.114069 0.300295 -1.9 2.3 -0.9 -0.36
C 1.542372 0.934188 0.836380 -1.6 -3.3 -0.2 -0.51
C -1.399832 0.082687 -1.362195 -0.3 -0.6 0.3 -0.87
C -0.962266 0.775257 -0.111453 3.8 -2.8 -1.5 -0.03
H 0.426774 0.742341 2.221749 1.5 0.0 1.0 0.13
H 1.564104 -0.472494 -1.493318 -1.6 -0.6 1.7 0.17
H -0.824819 1.782787 -0.271160 0.6 2.3 -0.4 0.10
H -0.753405 -1.472660 1.001308 -0.8 -1.1 0.1 0.09
H -1.510386 0.638766 0.719643 -2.6 -0.5 2.5 0.07
H 0.718233 -1.535523 1.782559 0.7 -0.9 0.1 0.09
H -0.523406 -1.309309 -2.525941 -0.2 -0.9 -0.8 0.12
```
Forces are in eV/Å.

Summary:
molecular weight = 161.19 g/mol
relative energy (zero: lowest compared OMol25 entry of this formula, charge and spin) = 25.0 kcal/mol
LUMO level = 0.020 hartree
Kohn-Sham gap = 0.336 hartree
total energy = -23660.5641 eV
SMILES string = N[C@]1(C(=O)O)CC(=S)NN1

# 4
This record from OMol25 describes a molecular structure, C16H23GaN3O5S2. The level of theory is ωB97M-V/def2-TZVPD.

Structure (XYZ):
```
50
Properties=species:S:1:pos:R:3:forces:R:3:lowdin_charge:R:1
Ga 0.678871 0.743192 0.609844 -0.1 -0.2 -0.1 0.30
S -1.232295 2.785259 2.557759 0.0 0.0 0.1 0.72
S 4.014726 -1.712511 -1.296260 0.0 0.0 0.0 0.66
O -0.653672 1.993007 1.459289 -0.5 0.1 -0.1 -0.29
O 0.376405 2.105599 -0.922503 0.2 0.0 0.1 -0.09
O 1.666240 1.106007 2.393412 -0.1 0.1 -0.2 0.05
O -1.030634 4.194534 2.453899 0.0 -0.1 0.0 -0.23
O 0.221334 -0.499827 2.129787 0.2 0.2 0.1 0.03
N -0.677399 2.344532 4.005030 0.2 -0.1 0.1 -0.11
N -0.879121 -0.339903 -0.414161 0.1 0.1 0.1 0.23
N 2.024529 -0.021065 -0.392148 0.1 0.0 0.1 0.08
C -4.808700 1.161673 1.776363 0.0 0.0 0.0 -0.02
C 0.636171 0.225813 4.373422 0.1 0.0 0.0 -0.05
C -3.449686 1.422543 1.722237 0.0 0.0 0.1 -0.03
C 0.853507 3.482458 -0.821634 0.1 0.1 0.1 -0.21
C -1.494718 -2.791992 -1.043293 -0.1 0.1 0.0 -0.17
C -1.150544 -1.418121 -0.690905 -0.1 -0.2 -0.1 -0.07
C -0.699125 0.971253 4.534988 0.0 0.2 -0.1 -0.16
C -5.059170 2.712234 3.592002 0.0 0.0 0.1 -0.01
C -7.101060 1.495682 2.761246 0.1 0.0 0.0 -0.03
C 0.921041 0.228754 2.910304 -0.1 -0.1 -0.2 -0.58
C -3.707249 2.989923 3.558126 0.0 0.0 0.0 -0.03
C -2.913054 2.337241 2.620593 -0.1 0.0 -0.2 -0.29
C -5.630096 1.799619 2.704947 -0.1 0.0 0.0 -0.24
C 2.880551 -0.749251 -0.760715 0.1 -0.1 -0.1 -0.89
C 2.268367 3.446202 -0.299811 -0.1 -0.1 0.0 -0.05
C -3.007357 -3.040521 -1.001219 0.0 0.0 0.0 -0.07
H -0.969838 1.024443 5.586636 0.0 0.0 0.1 0.13
H -3.410836 -2.833928 -0.011090 0.0 0.0 0.0 0.08
H -3.197086 -4.084322 -1.239096 0.0 0.0 0.0 0.09
H -5.243099 0.454078 1.080005 0.0 0.0 0.0 0.12
H -2.815302 0.921279 1.003576 0.0 0.0 0.0 0.10
H -5.687277 3.217918 4.315146 0.0 0.0 0.0 0.13
H 0.800948 3.914362 -1.817955 0.0 0.0 -0.1 0.13
H -1.490609 0.427597 4.019721 0.0 0.0 0.0 0.13
H 1.432529 0.737689 4.909192 0.0 0.0 0.0 0.13
H 0.046937 2.977926 4.323269 0.0 0.0 0.1 0.14
H -3.269743 3.706421 4.242588 0.0 0.0 0.0 0.13
H 0.196252 4.034828 -0.149929 0.0 0.0 0.0 0.11
H -7.662064 2.324238 3.190054 0.0 0.0 0.0 0.08
H -1.082282 -2.991255 -2.032714 0.0 0.0 0.0 0.13
H 2.635304 4.463976 -0.175009 0.0 0.0 0.0 0.10
H 2.317809 2.962899 0.680461 0.0 0.0 0.0 0.07
H -0.517581 2.084174 -1.284590 0.0 0.0 0.1 0.12
H -7.282007 0.616124 3.383101 0.0 0.0 0.0 0.09
H 2.926332 2.911556 -0.983108 0.0 0.0 0.0 0.09
H 0.527054 -0.788753 4.752046 0.0 0.0 0.0 0.14
H -3.526619 -2.421226 -1.730644 0.0 0.0 0.0 0.08
H -0.967631 -3.437213 -0.338106 0.0 0.0 0.0 0.14
H -7.495931 1.284262 1.768544 0.0 0.0 0.0 0.09
```
Forces are in eV/Å.

Summary:
molecular weight = 471.23 g/mol
relative energy (zero: lowest compared OMol25 entry of this formula, charge and spin) = 1.5 kcal/mol
charge = +1
LUMO level = -0.091 hartree
Kohn-Sham gap = 0.314 hartree
total energy = -105716.0955 eV